(1)
Here is C2H4ClNO in the gas phase from OMol25. Energies are from ωB97M-V/def2-TZVPD.

Values from the calculation:
energy above the lowest of the compared OMol25 structures with the same formula, charge and spin	69.8	kcal/mol
lowest unoccupied orbital energy	0.75	eV
F_max	4.060	eV Å⁻¹
DFT total energy	-18196.0598	eV
molar mass	93.5	g mol⁻¹
highest occupied orbital energy	-8.974	eV

Element x y z (Å)
1 C -1.7444 -0.0987 0.6016
2 C 0.4503 -0.4861 0.0601
3 N 1.0545 0.7610 -0.2146
4 O -0.8724 -0.3606 -0.3611
5 Cl -3.2317 0.3948 -0.0209
6 H 1.5240 0.7764 -1.1254
7 H 0.8249 -1.2689 -0.5231
8 H 0.4459 -0.7732 1.0513
9 H 1.5490 1.0554 0.5321

(2)
Here is C6H8N2 in the gas phase from OMol25. Energies are from ωB97M-V/def2-TZVPD.

Values from the calculation:
energy above the lowest of the compared OMol25 structures with the same formula, charge and spin	187.3	kcal/mol
lowest unoccupied orbital energy	0.63	eV
F_max	6.612	eV Å⁻¹
DFT total energy	-9323.5859	eV
molar mass	108.1	g mol⁻¹
highest occupied orbital energy	-9.802	eV
SMILES string	C#CC/N=C\N1CC1

Element x y z (Å)
1 C 1.0030 -2.6619 -1.1277
2 C 0.6525 -2.2226 -0.0919
3 C 0.4328 -1.2298 1.0932
4 N 1.3513 -0.0638 1.0729
5 C 0.4228 0.9434 0.9747
6 N -1.0386 0.9174 0.6106
7 C -1.0022 2.1387 -0.3942
8 C -0.7975 0.5771 -0.8805
9 H 1.2572 -3.4996 -1.7111
10 H -0.6138 -0.7752 1.1990
11 H 0.7487 -1.7376 1.9120
12 H 0.9818 1.8945 0.6736
13 H 0.1424 2.6076 -0.4213
14 H -2.0749 2.6495 -0.2580
15 H -1.7659 0.0732 -1.4897
16 H 0.3004 0.3892 -1.1617

(3)
Here is a molecular structure, C14H18BrN2O6Zr from OMol25. Energies are from ωB97M-V/def2-TZVPD.

Values from the calculation:
lowest unoccupied orbital energy	-3.13	eV
F_max	1.093	eV Å⁻¹
DFT total energy	-101396.8741	eV
molar mass	481.4	g mol⁻¹
net charge	+1
highest occupied orbital energy	-12.530	eV

Element x y z (Å)
1 Zr -0.1609 0.2647 0.1900
2 O 1.7740 -0.4817 1.3000
3 C 1.3898 -1.1612 2.5264
4 C 0.3549 -2.2155 2.1960
5 N -0.7651 -1.6513 1.3999
6 C -1.9143 -1.1918 2.2093
7 C -2.7569 -0.1781 1.4330
8 O -3.7915 0.2413 1.8436
9 O -2.1700 0.2126 0.2751
10 C -1.1910 -2.6014 0.3341
11 C -0.3482 -2.4736 -0.9378
12 O -0.3314 -3.3302 -1.7681
13 O 0.3067 -1.3085 -1.0225
14 H 2.3409 -1.0561 0.7635
15 H 1.0032 -0.3813 3.1777
16 H 2.2721 -1.6025 2.9865
17 H -0.0196 -2.6921 3.1058
18 H 0.8164 -2.9983 1.5915
19 H -1.5426 -0.6815 3.0992
20 H -2.5571 -2.0148 2.5295
21 H -2.2226 -2.3775 0.0634
22 H -1.1470 -3.6354 0.6790
23 C -3.2478 3.3014 -3.7451
24 C -1.8961 2.8260 -3.2937
25 C -0.7260 3.1453 -3.9725
26 C 0.5066 2.6964 -3.5206
27 C 0.5041 1.9223 -2.3825
28 Br 2.1207 1.2929 -1.6305
29 N -0.5923 1.5900 -1.7171
30 C -1.7743 2.0368 -2.1596
31 H -3.1904 3.7451 -4.7370
32 H -3.6505 4.0493 -3.0619
33 H -3.9531 2.4718 -3.7848
34 H -0.7728 3.7519 -4.8684
35 H 1.4280 2.9337 -4.0307
36 H -2.6312 1.7277 -1.5736
37 C 0.5711 3.5928 1.5759
38 C 0.2168 2.2206 1.1822
39 O -0.1294 1.3659 2.0292
40 H 0.1027 3.8956 2.5130
41 H 0.3636 4.2994 0.7752
42 H 1.6595 3.5856 1.7129

(4)
Here is a molecular structure, C21H42AsF7O21Rb from OMol25. Energies are from ωB97M-V/def2-TZVPD.

Values from the calculation:
energy above the lowest of the compared OMol25 structures with the same formula, charge and spin	34.6	kcal/mol
lowest unoccupied orbital energy	1.47	eV
F_max	4.987	eV Å⁻¹
DFT total energy	-145974.3674	eV
molar mass	923.9	g mol⁻¹
net charge	-1
highest occupied orbital energy	-4.644	eV

Element x y z (Å)
1 Rb -0.2543 -0.9315 -0.2523
2 As 1.5893 -0.1173 -3.7118
3 F 0.0108 -0.9158 -3.5358
4 F 0.7284 1.4644 -3.7524
5 F 3.1322 0.6174 -4.0493
6 F 2.3466 -1.6599 -3.7940
7 F 1.2889 -0.1360 -5.4858
8 F 1.8488 -0.0921 -1.9257
9 F -1.1638 1.5845 -1.3603
10 C 1.0277 3.0595 1.1470
11 O 2.3358 3.2827 0.5279
12 C 2.4676 3.5940 -0.8329
13 O 1.5136 3.6078 -1.6390
14 O 3.7571 3.7809 -1.1153
15 C 4.3036 3.9398 -2.3841
16 H 0.6143 3.8881 1.7221
17 H 1.0236 2.2174 1.8390
18 H 0.2731 2.9213 0.3727
19 H 4.6531 4.9526 -2.5847
20 H 3.5408 3.6743 -3.1161
21 H 5.0531 3.1958 -2.6537
22 C -5.9912 4.5151 -4.1464
23 O -5.9738 4.1872 -2.7937
24 C -4.9439 3.6120 -2.2250
25 O -3.8608 3.2243 -2.7328
26 O -5.3228 3.4606 -0.9590
27 C -4.3771 3.0640 -0.0058
28 H -6.5009 3.7755 -4.7639
29 H -5.0632 4.6095 -4.7104
30 H -6.4571 5.4885 -4.2997
31 H -3.8745 3.8791 0.5148
32 H -3.5636 2.4558 -0.4011
33 H -4.9071 2.3802 0.6572
34 C 2.4398 -2.4688 4.5586
35 O 2.2967 -2.4214 3.1226
36 C 2.8495 -1.4011 2.3578
37 O 2.6790 -1.2618 1.1437
38 O 3.5722 -0.5820 3.2132
39 C 4.2324 0.5159 2.7034
40 H 3.4436 -2.7565 4.8713
41 H 1.7628 -3.2607 4.8790
42 H 2.1195 -1.5020 4.9469
43 H 4.7404 0.8583 3.6050
44 H 3.4585 1.1753 2.3105
45 H 4.9927 0.2389 1.9730
46 C 7.4480 -5.3250 1.3649
47 O 6.2329 -4.6239 1.3310
48 C 5.5268 -4.7228 0.2225
49 O 5.6013 -5.7275 -0.4783
50 O 4.7783 -3.6533 0.0252
51 C 3.8034 -3.7285 -0.9958
52 H 8.1326 -5.0537 2.1685
53 H 7.9866 -5.2205 0.4230
54 H 7.3423 -6.3788 1.6225
55 H 3.0843 -2.9104 -1.0373
56 H 3.0967 -4.5540 -0.9101
57 H 4.2946 -3.8260 -1.9639
58 C -4.6418 -0.4524 1.2268
59 O -4.2580 -1.1374 2.3946
60 C -3.1250 -1.8509 2.4461
61 O -2.2094 -1.8344 1.6475
62 O -3.2104 -2.6331 3.5022
63 C -1.9880 -3.3788 3.9180
64 H -5.6724 -0.0997 1.2668
65 H -4.6693 -1.0735 0.3315
66 H -3.9841 0.3093 0.8080
67 H -1.6000 -3.9527 3.0764
68 H -2.2448 -4.0213 4.7602
69 H -1.1695 -2.7115 4.1880
70 C -1.8517 -0.0408 -7.1415
71 O -2.2963 -0.7021 -5.9667
72 C -2.5366 0.0546 -4.9263
73 O -2.1510 1.2032 -4.7756
74 O -3.1570 -0.7114 -4.0392
75 C -3.5032 -0.2495 -2.7649
76 H -0.7935 0.2063 -7.2269
77 H -2.4108 0.8467 -7.4380
78 H -2.0046 -0.7418 -7.9620
79 H -2.7260 -0.5598 -2.0665
80 H -4.3961 -0.7546 -2.3966
81 H -3.7098 0.8207 -2.7535
82 C -0.7775 -0.4694 6.1248
83 O -0.0810 -0.4076 4.8744
84 C -0.5175 0.1542 3.6848
85 O 0.1452 0.0224 2.6200
86 O -1.5806 0.8396 3.8413
87 C -2.1947 1.4737 2.7718
88 H -1.1247 -1.4331 6.4976
89 H -1.4991 0.3376 6.2514
90 H 0.0164 -0.2010 6.8217
91 H -3.2770 1.4462 2.8984
92 H -2.0963 1.1979 1.7218
93 H -1.8728 2.5151 2.7768